[1]
{"formula": "C4H9OS", "method": "ωB97M-V/def2-TZVPD", "lumo_ev": 2.9, "molar_mass_g_mol": 105.18, "orbital_gap_ha": 0.1891, "relative_energy_kj_mol": 128.6, "total_charge": -1, "homo_energy_ev": -2.24, "smiles": "[O-]CCCCS", "max_force_ev_per_a": 1.0, "symbols": ["O", "C", "C", "C", "C", "S", "H", "H", "H", "H", "H", "H", "H", "H", "H"], "positions_angstrom": [[-1.359, 2.130, -2.196], [-1.388, 1.087, -1.357], [-0.201, 1.018, -0.381], [-0.127, -0.215, 0.525], [1.170, -1.000, 0.447], [1.136, -2.512, 1.500], [-2.301, 1.027, -0.710], [-1.353, 0.096, -1.882], [-0.099, 1.918, 0.233], [0.732, 1.083, -0.941], [-0.928, -0.951, 0.390], [-0.272, 0.089, 1.568], [1.329, -1.411, -0.542], [2.023, -0.384, 0.725], [1.639, -1.975, 2.620]], "lowdin_charge": [-0.37, -0.59, -0.24, -0.32, -0.57, 0.63, 0.08, 0.08, 0.09, 0.09, 0.09, 0.09, 0.06, 0.07, -0.18]}

[2]
{"formula": "C4H9S", "method": "ωB97M-V/def2-TZVPD", "lumo_ev": [6.2, 6.2], "molar_mass_g_mol": 89.18, "orbital_gap_ha": [0.0914, 0.2211], "relative_energy_kj_mol": 46.4, "total_charge": -2, "multiplicity": 2, "homo_energy_ev": [3.76, 0.22], "max_force_ev_per_a": 1.5, "symbols": ["C", "S", "H", "H", "H", "C", "C", "C", "H", "H", "H", "H", "H", "H"], "positions_angstrom": [[-0.247, -1.051, 2.906], [-0.956, 0.372, 3.851], [0.549, -1.527, 3.474], [-1.064, -1.752, 2.712], [0.099, -0.668, 1.956], [1.265, 0.662, -1.903], [-0.213, 0.918, -1.694], [-1.051, 0.047, -1.130], [1.797, 0.236, -1.054], [1.428, 0.025, -2.791], [1.786, 1.604, -2.159], [-0.540, 1.855, -2.113], [-2.103, 0.166, -1.363], [-0.750, -0.887, -0.693]], "mulliken_spin": [-0.11, -0.01, 0.01, -0.01, 0.08, 3.43, 0.80, 0.02, -0.58, -0.75, -0.84, -0.92, -0.20, 0.05]}